Entry 1:
54
Properties=species:S:1:pos:R:3 method="wB97M-V/def2-TZVPD" homo_lumo_gap_ev=8.954 e_homo_ev=-8.58 total_energy_ha=-1872.37039 e_above_lowest_kcal_mol=33.8 e_lumo_ev=0.37
C -2.14236 3.57528 0.55213
S -2.05844 1.78426 0.72970
C -0.27996 1.52636 0.50580
C 0.19571 1.95189 -0.87645
O 0.66343 3.06364 -1.04625
N 0.12317 1.02540 -1.87212
C -0.77858 -0.11531 -1.95137
C -1.59507 0.09779 -3.24059
C -2.97173 0.72215 -2.99627
S -2.72221 2.51230 -2.93514
C -1.57183 2.36801 -4.31837
C -0.74093 1.08544 -4.10814
C -0.34268 0.50065 -5.45910
C 0.50420 1.35175 -3.23722
C 0.57964 2.11178 1.65874
N 0.89380 0.74721 2.06710
C 1.51531 0.41996 3.22675
O 1.87095 1.28839 3.99696
C 1.87145 -1.04133 3.48011
C 1.17858 -2.17087 2.72497
C 1.49352 -3.35091 3.62791
C 0.85100 -4.68615 3.44809
C 2.31726 -4.50486 3.14534
C 1.73258 -2.74062 5.00657
O 1.63254 -1.33132 4.84413
C 0.12433 0.11064 1.00240
H -3.19557 3.83549 0.64373
H -1.58179 4.06751 1.34465
H -1.77566 3.88266 -0.42360
H -0.18827 -1.03417 -2.03031
H -1.41258 -0.18507 -1.07115
H -1.72129 -0.85931 -3.75079
H -3.65117 0.48154 -3.81615
H -3.42415 0.39128 -2.06217
H -2.13245 2.29739 -5.25322
H -0.94511 3.25759 -4.36056
H 0.26735 1.20964 -6.02357
H 0.23709 -0.41568 -5.33323
H -1.22537 0.26765 -6.05709
H 0.86663 2.37524 -3.27983
H 1.31126 0.67857 -3.54540
H 1.44593 2.67780 1.31903
H 0.03117 2.68096 2.40727
H 2.95222 -1.09653 3.26685
H 0.10092 -2.00724 2.68062
H 1.56463 -2.30894 1.71499
H 0.58444 -5.24162 4.33767
H 0.17062 -4.81335 2.61612
H 2.62836 -4.51153 2.10891
H 3.03076 -4.93559 3.83580
H 0.98301 -3.03713 5.74172
H 2.72493 -3.00565 5.38975
H -0.71279 -0.50146 1.34043
H 0.72318 -0.45160 0.28382

Entry 2:
58
Properties=species:S:1:pos:R:3 method="wB97M-V/def2-TZVPD" homo_lumo_gap_ev=7.261 e_homo_ev=-14.34 charge=+2 total_energy_ha=-2143.59159 e_above_lowest_kcal_mol=16.1 e_lumo_ev=-7.08
Pd -0.74337 1.63307 -0.08780
C -0.34730 3.36198 -3.02913
C -1.70282 3.19197 -2.43604
N -1.95194 2.64140 -1.26891
C -3.29388 2.64512 -0.92318
C -4.08500 3.18310 -1.87363
S -3.13289 3.71895 -3.19284
C -3.57432 2.14811 0.41446
C -4.74351 2.05795 1.08154
S -4.46887 1.44372 2.65047
C -2.79339 1.33559 2.35521
N -2.46768 1.73101 1.14646
C -1.84660 0.87786 3.41314
H 0.40172 2.90302 -2.39093
H -0.11113 4.42150 -3.13201
H -0.29537 2.90449 -4.01667
H -5.15404 3.32708 -1.85690
H -5.73274 2.31916 0.73894
H -2.33719 0.19024 4.09993
H -1.48988 1.73472 3.98804
H -0.99480 0.38404 2.96008
N 0.52882 0.63657 1.09937
C 1.29002 0.06205 1.75506
N 2.14392 -0.58378 2.48283
C 2.14315 -2.06365 2.57563
C 1.92172 -2.44732 4.02865
O 2.88983 -1.83076 4.85140
C 2.78855 -0.42083 4.82464
C 3.06051 0.10500 3.42634
H 3.11964 -2.41476 2.24015
H 1.37054 -2.46698 1.92293
H 2.02801 -3.52286 4.15286
H 0.91144 -2.15382 4.34417
H 3.52871 -0.03130 5.51992
H 1.79099 -0.10535 5.15804
H 4.08093 -0.13284 3.12447
H 2.90694 1.18028 3.35804
C -1.86574 -2.15038 -2.09324
N -0.43377 -1.96350 -2.30965
C 0.29207 -3.09382 -2.89446
C 1.48511 -2.60262 -3.68077
C 2.30257 -1.67188 -2.81541
N 1.45434 -0.60246 -2.27500
C 2.11102 0.66841 -2.02432
C 0.12291 -0.75752 -2.09720
O -0.63200 0.20003 -1.73473
H -2.43187 -1.98057 -3.01114
H -2.22205 -1.46935 -1.32844
H -2.03409 -3.17496 -1.76520
H -0.39870 -3.63096 -3.54307
H 0.60150 -3.78156 -2.10245
H 1.14850 -2.07280 -4.57417
H 2.09419 -3.44490 -4.00358
H 3.08862 -1.20076 -3.40436
H 2.78337 -2.21594 -1.99686
H 2.12119 1.30480 -2.91222
H 3.14068 0.47439 -1.72894
H 1.63341 1.20263 -1.20949

Entry 3:
57
Properties=species:S:1:pos:R:3 method="wB97M-V/def2-TZVPD" homo_lumo_gap_ev=9.488 e_homo_ev=-8.89 total_energy_ha=-1329.35600 e_above_lowest_kcal_mol=16.6 e_lumo_ev=0.60
C 3.00524 -0.81259 -3.28275
C 2.79947 0.42284 -2.45275
C 3.83616 1.30976 -2.19531
N 3.71478 2.41447 -1.46026
C 2.52444 2.67111 -0.93545
C 1.41130 1.85200 -1.11517
C 0.14450 2.25359 -0.41890
O 0.15329 3.16995 0.39187
N -0.98499 1.54998 -0.69024
C -2.25587 1.96729 -0.09121
C -2.75729 3.26420 -0.72051
C -3.31913 0.87823 -0.20476
C -3.03071 -0.47230 0.46739
N -2.58237 -1.52095 -0.47274
C -1.28275 -1.50860 -0.93847
O -1.01649 -1.23737 -2.10053
C -0.16093 -1.83654 0.04182
C 0.62009 -3.03670 -0.51662
C -0.31117 -4.17792 -0.10898
C -0.80129 -3.74382 1.28144
N -0.63883 -2.27388 1.35014
C 0.24413 -1.88491 2.44390
C 0.31044 -0.41063 2.65208
N -0.70541 0.34300 3.11913
N -0.24031 1.55876 3.21614
N 1.00443 1.51392 2.81610
C 1.88214 2.66813 2.83832
N 1.40227 0.31003 2.44936
C 1.55946 0.71662 -1.89670
H 2.24797 -0.89172 -4.06313
H 3.98712 -0.80897 -3.75473
H 2.93302 -1.71110 -2.66634
H 4.82193 1.11978 -2.60964
H 2.42617 3.57234 -0.34285
H -1.00814 0.94308 -1.49714
H -2.04615 2.14558 0.96548
H -3.66610 3.60378 -0.22149
H -2.00520 4.04512 -0.63022
H -2.98460 3.11106 -1.77847
H -4.22221 1.29514 0.24611
H -3.56298 0.71914 -1.26283
H -2.29434 -0.37333 1.26188
H -3.94265 -0.84437 0.93399
H -3.18021 -1.49548 -1.29431
H 0.45808 -0.94023 0.13322
H 0.80231 -2.96542 -1.58683
H 1.57880 -3.11037 0.00231
H -1.14774 -4.23864 -0.80829
H 0.17152 -5.15396 -0.08876
H -1.83794 -4.03017 1.46112
H -0.18767 -4.21204 2.05654
H -0.14814 -2.33531 3.35635
H 1.27420 -2.25002 2.31179
H 2.63238 2.52557 2.06683
H 1.28532 3.54547 2.61695
H 2.35709 2.74622 3.81453
H 0.73358 0.04116 -2.08843

Entry 4:
57
Properties=species:S:1:pos:R:3 method="wB97M-V/def2-TZVPD" homo_lumo_gap_ev=9.656 e_homo_ev=-9.18 total_energy_ha=-1329.36041 e_above_lowest_kcal_mol=13.8 e_lumo_ev=0.48
C 3.69541 2.46054 0.93392
C 3.29477 2.28708 -0.50336
C 3.54207 3.26299 -1.46123
N 3.19592 3.16500 -2.74460
C 2.56785 2.06152 -3.12986
C 2.26427 1.01480 -2.26236
C 1.45472 -0.13097 -2.79885
O 0.84193 -0.03489 -3.84698
N 1.39301 -1.23914 -2.00986
C 0.46098 -2.33518 -2.25874
C 1.19965 -3.56605 -2.76890
C -0.36177 -2.64498 -1.00515
C -1.27008 -1.51193 -0.52027
N -0.53145 -0.39704 0.06361
C -0.17437 -0.25723 1.36948
O 0.92077 0.19056 1.68353
C -1.14961 -0.65531 2.46623
C -0.97884 -2.13861 2.87602
C -2.41265 -2.62994 3.15608
C -3.23529 -1.34935 3.16770
N -2.57203 -0.52422 2.16422
C -3.06775 0.84607 2.14936
C -2.59751 1.57785 0.93965
N -3.09637 1.37179 -0.29550
N -2.36035 2.07754 -1.10462
N -1.46534 2.68397 -0.35936
C -0.43624 3.54042 -0.91518
N -1.57549 2.41648 0.92711
C 2.63977 1.13837 -0.93135
H 4.64338 1.95730 1.13524
H 3.82069 3.51386 1.18338
H 2.94461 2.02728 1.59540
H 4.03881 4.18474 -1.17244
H 2.26831 1.99240 -4.16821
H 2.01076 -1.30882 -1.21785
H -0.20474 -1.96771 -3.04103
H 0.49891 -4.36773 -3.00475
H 1.76296 -3.32221 -3.66903
H 1.89852 -3.93698 -2.01483
H -0.98993 -3.51077 -1.23204
H 0.31092 -2.95361 -0.19483
H -1.86672 -1.12799 -1.35125
H -1.97554 -1.87410 0.22287
H 0.19068 -0.03682 -0.54185
H -0.87412 -0.01501 3.31806
H -0.50901 -2.72023 2.08237
H -0.33397 -2.21072 3.74927
H -2.75783 -3.27791 2.34990
H -2.49191 -3.18634 4.08841
H -4.28391 -1.49710 2.90858
H -3.19172 -0.87258 4.16263
H -4.15707 0.80669 2.12810
H -2.75786 1.39777 3.04999
H -0.55066 4.54960 -0.52662
H 0.54229 3.14921 -0.64351
H -0.55863 3.53269 -1.99378
H 2.38682 0.39493 -0.18294